(1)
Below is a gas-phase ion, C3NO2S (charge -1) in a non-equilibrium geometry, with properties calculated with ωB97M-V/def2-TZVPD.

molecular weight = 114.1 g mol⁻¹
multiplicity = 1
energy above the lowest of the compared OMol25 structures with the same formula, charge and spin = 12.21 kcal/mol
net charge = -1
HOMO-LUMO gap = 6.8 eV
E = -717.7722 Ha
SMILES = N#CC(=S)C(=O)[O-]

```
7
Properties=species:S:1:pos:R:3:forces:R:3:mulliken_charge:R:1
N 1.550 1.518 -1.248 -0.186 -1.664 1.814 -0.49
C 1.257 0.659 -0.495 0.468 1.792 -2.433 0.32
C 0.556 -0.364 0.160 -1.146 -1.140 2.268 0.02
S 1.114 -1.557 1.152 0.246 0.832 -1.030 -0.30
C -1.241 -0.149 0.164 3.191 -0.037 -2.166 0.56
O -1.596 0.228 1.208 -1.328 1.033 3.975 -0.53
O -1.638 -0.336 -0.940 -1.244 -0.816 -2.429 -0.59
```
Positions in Å, forces in eV/Å.



(2)
Below is a single C4H8ClNO molecule in a non-equilibrium geometry, with properties calculated with ωB97M-V/def2-TZVPD.

molecular weight = 121.6 g mol⁻¹
multiplicity = 1
energy above the lowest of the compared OMol25 structures with the same formula, charge and spin = 26.70 kcal/mol
net charge = 0
HOMO-LUMO gap = 10.6 eV
E = -747.3560 Ha
SMILES = C[C@@H]1CN[C@@H](Cl)O1

```
15
Properties=species:S:1:pos:R:3:forces:R:3:mulliken_charge:R:1
C -1.668 0.855 0.341 -0.245 -2.026 -1.262 -1.59
C -0.357 0.610 -0.436 -1.301 1.041 -1.761 0.50
C -0.029 -0.899 -0.728 -2.293 1.784 -1.467 -0.57
N 0.822 -1.226 0.358 -1.483 1.672 0.888 -0.38
C 1.456 -0.014 0.758 0.598 -1.010 -1.660 -0.05
Cl 3.073 0.137 -0.251 0.276 0.012 0.126 -0.31
O 0.711 1.043 0.426 -0.608 0.407 0.306 -0.35
H -1.708 0.204 1.184 0.617 0.342 1.560 0.40
H -2.593 0.462 -0.069 0.100 -0.502 -1.519 0.42
H -2.002 1.843 0.426 0.488 1.748 0.960 0.41
H -0.406 1.232 -1.457 0.545 -1.179 2.345 0.22
H -1.063 -1.363 -0.635 1.571 -0.203 -0.640 0.30
H 0.423 -0.888 -1.777 -0.538 -0.725 1.384 0.30
H 1.535 -1.818 0.125 1.814 -2.311 -0.620 0.26
H 1.808 -0.178 1.735 0.459 0.952 1.359 0.44
```
Positions in Å, forces in eV/Å.



(3)
Below is 7 unconnected molecules or ions with the total composition C37H84Cl4 in a non-equilibrium geometry, with properties calculated with ωB97M-V/def2-TZVPD.

molecular weight = 670.9 g mol⁻¹
multiplicity = 1
energy above the lowest of the compared OMol25 structures with the same formula, charge and spin = 0.00 kcal/mol
net charge = 0
HOMO-LUMO gap = 11.1 eV
E = -3300.9069 Ha
SMILES = ClC(Cl)(Cl)Cl.CCCCCC.CCCCCC.CCCCCC.CCCCCC.CCCCCC.CCCCCC

```
125
Properties=species:S:1:pos:R:3:forces:R:3:mulliken_charge:R:1
Cl 0.964 -0.184 -0.496 0.189 -0.257 0.145 0.17
C 1.592 -0.995 0.948 -0.144 0.139 -0.072 0.00
Cl 1.723 0.176 2.263 0.045 0.074 -0.103 -0.15
Cl 0.464 -2.268 1.423 0.037 -0.093 0.031 -0.05
Cl 3.179 -1.685 0.603 -0.036 -0.002 0.014 -0.12
C 3.514 1.108 -2.757 0.003 0.145 0.719 -0.88
C 4.043 2.097 -3.784 -0.581 -0.218 -0.365 -0.76
C 3.627 3.529 -3.467 -0.157 0.014 -0.152 0.24
C 4.270 4.132 -2.228 -0.182 0.075 -0.053 -0.45
C 5.784 4.085 -2.241 0.545 -0.270 0.235 -0.46
C 6.396 4.958 -1.149 -0.348 -0.192 0.226 -1.36
H 4.068 1.181 -1.813 0.096 -0.137 -0.124 0.36
H 3.537 0.071 -3.088 0.091 0.000 -0.050 0.43
H 2.486 1.346 -2.467 -0.038 -0.039 -0.298 -0.04
H 5.120 1.978 -3.902 0.037 0.136 -0.025 0.42
H 3.585 1.855 -4.751 0.179 -0.062 0.002 0.36
H 2.537 3.525 -3.337 0.045 0.026 0.013 -0.56
H 3.804 4.166 -4.340 0.186 0.018 0.069 0.48
H 3.942 5.173 -2.132 -0.027 -0.036 0.037 0.42
H 3.901 3.604 -1.342 0.019 0.095 0.045 0.15
H 6.116 3.056 -2.052 -0.070 0.010 -0.094 0.26
H 6.188 4.332 -3.227 -0.121 0.198 0.012 0.35
H 7.478 4.856 -1.090 0.043 0.123 -0.104 0.39
H 6.117 6.007 -1.262 0.150 0.036 -0.110 0.34
H 5.991 4.637 -0.183 0.075 0.054 -0.012 0.30
C 0.230 -1.893 6.322 -0.015 0.242 0.300 -1.38
C 1.364 -1.474 5.399 0.140 -0.179 -0.184 0.26
C 2.727 -1.521 6.078 0.166 0.149 -0.283 -0.71
C 3.878 -1.288 5.101 0.178 0.049 -0.082 -0.23
C 5.242 -1.173 5.775 -0.173 0.110 0.155 -0.62
C 5.647 -2.413 6.569 0.220 0.242 -0.153 -1.18
H 0.499 -2.784 6.894 -0.003 -0.101 -0.152 0.35
H -0.694 -2.100 5.783 -0.016 0.054 -0.007 0.29
H 0.029 -1.117 7.067 -0.063 -0.001 -0.077 0.36
H 1.374 -2.123 4.516 0.078 -0.059 0.074 0.12
H 1.225 -0.467 5.000 -0.244 0.022 0.096 0.13
H 2.849 -2.488 6.572 0.026 0.028 0.073 0.34
H 2.781 -0.738 6.843 -0.077 -0.138 0.136 0.28
H 3.907 -2.086 4.349 -0.070 -0.017 0.046 0.25
H 3.724 -0.355 4.550 -0.212 -0.060 -0.012 0.16
H 5.990 -0.926 5.018 0.048 -0.113 0.016 0.36
H 5.195 -0.309 6.449 0.144 -0.044 0.007 0.29
H 5.054 -2.492 7.479 -0.035 -0.181 -0.013 0.29
H 5.526 -3.316 5.967 -0.092 -0.047 0.070 0.29
H 6.697 -2.359 6.861 -0.025 0.001 0.057 0.37
C -3.711 -8.205 5.120 0.595 -0.075 -0.263 -1.27
C -2.624 -7.290 4.542 -0.033 -0.535 0.060 -0.36
C -3.112 -6.417 3.402 -0.020 0.218 0.016 -0.55
C -2.081 -5.392 2.954 0.440 -0.057 -0.070 -0.60
C -2.609 -4.401 1.937 -0.305 0.857 -0.058 -0.39
C -3.463 -3.293 2.563 -0.017 -0.049 -0.099 -0.81
H -3.258 -8.888 5.839 -0.170 0.085 0.187 0.39
H -4.111 -8.836 4.323 -0.237 0.110 0.027 0.30
H -4.508 -7.635 5.594 -0.109 -0.062 0.004 0.33
H -2.192 -6.677 5.337 -0.062 0.083 -0.020 0.35
H -1.816 -7.939 4.186 0.064 0.162 -0.016 0.28
H -4.042 -5.924 3.707 0.051 0.050 -0.037 0.27
H -3.353 -7.026 2.524 -0.136 -0.123 0.129 0.25
H -1.672 -4.835 3.806 -0.180 -0.034 0.068 0.27
H -1.215 -5.921 2.538 -0.097 -0.067 -0.026 0.37
H -1.790 -3.891 1.423 0.093 -0.234 -0.083 0.05
H -3.223 -4.869 1.162 0.198 -0.290 0.020 0.39
H -3.832 -2.625 1.781 -0.103 -0.009 0.072 0.17
H -4.322 -3.705 3.095 -0.015 0.078 0.023 0.42
H -2.885 -2.681 3.259 0.022 -0.076 0.059 0.15
C -1.412 -1.926 -8.667 0.165 0.270 0.183 -1.16
C -1.463 -2.170 -7.162 0.363 0.062 0.152 -0.56
C -0.271 -1.553 -6.414 -0.130 -0.064 -0.216 -0.51
C -0.319 -0.033 -6.330 0.388 0.475 0.410 -0.84
C 0.470 0.518 -5.126 -0.533 -0.435 -0.171 -0.21
C -0.175 0.124 -3.786 0.599 -0.134 0.122 -0.35
H -0.441 -2.228 -9.069 -0.065 -0.159 -0.010 0.31
H -1.504 -0.860 -8.887 -0.133 -0.046 -0.038 0.30
H -2.196 -2.466 -9.194 -0.027 0.032 -0.054 0.36
H -2.367 -1.732 -6.728 -0.112 -0.137 -0.104 0.29
H -1.489 -3.243 -6.956 -0.046 0.004 -0.058 0.33
H 0.665 -1.808 -6.924 -0.044 -0.228 0.083 0.33
H -0.212 -1.988 -5.413 -0.067 0.048 0.014 0.34
H 0.119 0.396 -7.235 -0.197 0.023 -0.087 0.37
H -1.341 0.352 -6.238 -0.062 -0.190 -0.149 0.35
H 1.476 0.093 -5.161 0.137 0.340 -0.006 0.21
H 0.515 1.604 -5.221 0.199 0.016 0.050 0.03
H -1.242 -0.087 -3.868 -0.045 0.188 -0.006 0.51
H 0.307 -0.775 -3.391 -0.172 -0.063 -0.030 0.41
H -0.001 0.892 -3.027 -0.207 0.080 -0.048 -0.41
C 0.083 5.140 -4.683 -0.023 -0.165 0.020 -0.49
C -0.512 6.088 -3.649 0.328 0.478 -0.063 -0.55
C -1.495 5.462 -2.676 -0.237 -0.322 0.203 -1.12
C -0.948 4.239 -1.951 -0.102 -0.653 -0.111 0.38
C 0.344 4.462 -1.185 -0.112 0.466 -0.046 0.23
C 0.733 3.238 -0.378 0.106 0.138 0.086 -0.85
H 0.461 4.215 -4.242 -0.001 0.057 0.060 -0.32
H 0.924 5.602 -5.201 -0.069 0.056 -0.092 0.36
H -0.669 4.855 -5.423 0.038 0.001 -0.024 0.33
H 0.284 6.563 -3.064 0.087 -0.165 -0.066 0.25
H -0.974 6.925 -4.182 -0.154 -0.081 0.083 0.41
H -2.412 5.143 -3.183 -0.008 0.195 -0.086 0.36
H -1.777 6.199 -1.918 -0.089 0.098 -0.111 0.34
H -1.700 3.825 -1.268 -0.051 0.262 0.027 0.18
H -0.800 3.424 -2.674 0.088 0.079 0.016 -0.24
H 1.121 4.751 -1.899 0.162 -0.144 0.142 -0.15
H 0.216 5.335 -0.531 0.007 -0.101 0.047 0.35
H -0.113 2.906 0.230 0.016 -0.077 -0.038 0.36
H 1.023 2.420 -1.036 -0.017 0.001 0.004 -0.24
H 1.562 3.428 0.307 0.057 0.010 -0.094 0.40
C -6.292 1.182 3.561 -0.117 -0.475 0.069 -1.17
C -6.101 0.247 2.367 0.180 -0.741 0.222 -0.26
C -5.158 0.775 1.308 -0.077 1.016 -0.470 -0.58
C -3.698 0.868 1.749 0.296 -0.449 -0.003 -0.45
C -2.696 0.956 0.598 0.215 0.482 -0.006 0.19
C -2.573 -0.335 -0.188 -0.584 -0.264 -0.195 -0.51
H -7.140 1.854 3.445 0.136 0.210 -0.135 0.30
H -5.374 1.737 3.739 -0.082 0.207 0.086 0.30
H -6.486 0.583 4.453 -0.039 0.126 0.065 0.35
H -5.673 -0.690 2.751 0.002 0.043 -0.086 0.01
H -7.048 -0.060 1.917 -0.109 0.246 0.057 0.40
H -5.477 1.793 1.028 0.009 -0.096 0.068 0.30
H -5.256 0.228 0.367 0.110 -0.335 0.200 0.36
H -3.539 1.713 2.421 -0.135 0.063 -0.014 0.38
H -3.418 -0.025 2.329 -0.186 0.058 -0.003 0.06
H -2.950 1.782 -0.080 -0.115 -0.071 0.054 0.11
H -1.726 1.240 1.020 0.026 -0.177 -0.040 0.06
H -2.430 -1.187 0.483 0.258 0.048 -0.060 -0.15
H -3.498 -0.548 -0.738 0.036 0.056 0.064 0.39
H -1.786 -0.312 -0.937 0.144 0.013 0.093 -0.05
```
Positions in Å, forces in eV/Å.